A cluster of 2 separate species, C29H34N2O4S in total in a non-equilibrium geometry. Source: the OMol25 dataset; level of theory: ωB97M-V with the def2-TZVPD basis set.

Each atom is followed by the atoms it is bonded to, with distances in Å.
Positions of all 70 atoms, in Å:
1 S 1.28099 2.31447 1.26516  O3 1.453, O5 1.450, C25 1.665, C29 1.780
2 O -0.19853 3.15878 4.66509  C10 1.431, C27 1.377
3 O 2.36560 1.35427 1.15651  S1 1.453
4 O -1.17826 1.56228 3.32090  C27 1.225
5 O 0.04196 2.18316 0.52419  S1 1.450
6 N -6.85177 -2.82946 -1.72506  C12 1.403, C14 1.457, C33 1.453
7 N 5.64305 -3.04498 -1.62831  C9 1.364, C19 1.450, C28 1.446
8 C -3.01434 -1.08884 -1.17644  C17 1.423, C21 1.424, C24 1.428
9 C 4.45304 -2.38222 -1.54784  N7 1.364, C31 1.425, C35 1.426
10 C -1.37914 3.06457 5.46795  O2 1.431, C34 1.507, H58 1.096, H67 1.095
11 C 0.69526 -0.56130 -0.62851  C20 1.427, C23 1.400, H60 1.074
12 C -5.57848 -2.24588 -1.64598  N6 1.403, C15 1.424, C26 1.416
13 C 2.02874 -2.30388 -1.81518  C20 1.425, C35 1.386, H39 1.087
14 C -7.53850 -3.24990 -0.51109  N6 1.457, H49 1.095, H55 1.097, H62 1.104
15 C -5.44431 -0.86206 -1.33676  C12 1.424, C21 1.378, H45 1.094
16 C 3.18507 5.97242 -0.65555  C18 1.401, C30 1.398, H64 1.091
17 C -3.15630 -2.45951 -1.52977  C8 1.423, C26 1.386, H50 1.089
18 C 3.92075 5.23033 0.27806  C16 1.401, C36 1.397, H56 1.092
19 C 6.66955 -2.92583 -0.61106  N7 1.450, H41 1.093, H54 1.094, H68 1.102
20 C 1.94479 -1.10385 -1.05204  C11 1.427, C13 1.425, C22 1.426
21 C -4.19936 -0.30034 -1.15297  C8 1.424, C15 1.378, H40 1.092
22 C 3.18944 -0.46120 -0.78646  C20 1.426, C31 1.373, H69 1.079
23 C -0.53940 -1.16338 -0.89773  C11 1.400, C24 1.385, H53 1.090
24 C -1.75181 -0.49385 -0.87365  C8 1.428, C23 1.385, H51 1.087
25 C 1.00826 2.49672 2.89746  S1 1.665, C27 1.439, H52 1.084
26 C -4.39888 -3.01527 -1.79211  C12 1.416, C17 1.386, H65 1.094
27 C -0.24348 2.30874 3.58273  O2 1.377, O4 1.225, C25 1.439
28 C 5.90198 -4.03407 -2.65066  N7 1.446, H43 1.099, H61 1.094, H63 1.097
29 C 2.00208 3.81444 0.63390  S1 1.780, C32 1.395, C36 1.399
30 C 1.85568 5.63936 -0.92964  C16 1.398, C32 1.394, H47 1.090
31 C 4.39758 -1.09437 -0.93934  C9 1.425, C22 1.373, H37 1.092
32 C 1.25754 4.56282 -0.27744  C29 1.395, C30 1.394, H44 1.089
33 C -7.24567 -3.60317 -2.89074  N6 1.453, H46 1.096, H48 1.100, H70 1.096
34 C -1.32959 4.13043 6.53270  C10 1.507, H38 1.094, H42 1.092, H59 1.095
35 C 3.24009 -2.93055 -2.06030  C9 1.426, C13 1.386, H66 1.094
36 C 3.33223 4.13904 0.92124  C18 1.397, C29 1.399, H57 1.090
37 H 5.31659 -0.59922 -0.61863  C31 1.092
38 H -0.47951 3.97748 7.20437  C34 1.094
39 H 1.11617 -2.73555 -2.21897  C13 1.087
40 H -4.10775 0.77128 -0.96274  C21 1.092
41 H 6.57005 -2.00151 -0.03667  C19 1.093
42 H -2.24921 4.08547 7.12065  C34 1.092
43 H 5.45794 -5.01000 -2.40929  C28 1.099
44 H 0.22710 4.28343 -0.49183  C32 1.089
45 H -6.35577 -0.26441 -1.24168  C15 1.094
46 H -8.33953 -3.66650 -2.89066  C33 1.096
47 H 1.26349 6.20057 -1.65235  C30 1.090
48 H -6.83216 -4.62258 -2.86498  C33 1.100
49 H -7.31561 -2.55836 0.30813  C14 1.095
50 H -2.27205 -3.09264 -1.58786  C17 1.089
51 H -1.75275 0.55987 -0.60670  C24 1.087
52 H 1.74964 3.09343 3.41689  C25 1.084
53 H -0.57169 -2.22164 -1.15838  C23 1.090
54 H 7.64073 -2.94820 -1.11516  C19 1.094
55 H -8.61929 -3.25885 -0.69899  C14 1.097
56 H 4.95669 5.48896 0.50528  C18 1.092
57 H 3.90252 3.53235 1.62456  C36 1.090
58 H -1.40815 2.07165 5.93178  C10 1.096
59 H -1.24423 5.12970 6.09322  C34 1.095
60 H 0.66291 0.38996 -0.13146  C11 1.074
61 H 6.98784 -4.14631 -2.72402  C28 1.094
62 H -7.24208 -4.27124 -0.21401  C14 1.104
63 H 5.50683 -3.70200 -3.61855  C28 1.097
64 H 3.64629 6.81493 -1.17249  C16 1.091
65 H -4.48985 -4.07759 -2.03583  C26 1.094
66 H 3.27105 -3.87597 -2.60955  C35 1.094
67 H -2.26606 3.20500 4.84085  C10 1.095
68 H 6.63403 -3.77044 0.09664  C19 1.102
69 H 3.18246 0.54800 -0.40383  C22 1.079
70 H -6.91247 -3.10699 -3.80900  C33 1.096

* relative energy (zero: lowest compared OMol25 entry of this formula, charge and spin): 0.00 kJ/mol
* electronic energy: -52625.564 eV
* Kohn-Sham gap: 3.9 eV

---

A cluster of 5 separate species, C29H34N3O6 in total in a non-equilibrium geometry. Source: the OMol25 dataset; level of theory: ωB97M-V with the def2-TZVPD basis set.

Each atom is followed by the atoms it is bonded to, with distances in Å.
Positions of all 72 atoms, in Å:
1 O -0.24557 2.57557 2.73908  C15 1.297, H54 0.884
2 O -4.46757 2.18157 -2.64792  C14 1.377, H70 1.008
3 O -6.59357 1.49157 2.32808  C20 1.261, H65 0.884
4 O 4.70443 1.39557 -3.90192  C33 1.352, H53 0.900
5 O 4.34743 -1.43743 0.88508  C26 1.395, H55 1.083
6 O 3.85343 1.27757 6.17608  C28 1.365, H62 0.882
7 N 0.44243 -3.31543 -0.45892  C27 1.376, C34 1.332
8 N -0.35457 0.29657 -2.71192  C19 1.506, C24 1.365, C37 1.348
9 N -0.78957 -0.04843 -0.56492  C12 1.417, C24 1.348, C30 1.445
10 C -4.87357 2.60057 1.04408  C20 1.415, C22 1.492, H69 1.047
11 C 4.89043 0.66857 -0.17292  C26 1.446, C32 1.439, H66 1.015
12 C 0.61243 0.04557 -0.74792  N9 1.417, C37 1.344, H44 1.208
13 C -5.90757 1.08857 -1.15192  C14 1.394, C18 1.383, H72 1.177
14 C -4.93557 2.06657 -1.35792  O2 1.377, C13 1.394, C22 1.403
15 C 0.65243 2.45357 3.66708  O1 1.297, C21 1.407, C23 1.466
16 C 3.01143 1.53057 4.00308  C23 1.430, C28 1.379, H68 1.152
17 C -0.39057 -5.55343 -1.05292  C34 1.444, C38 1.362, H67 1.232
18 C -6.53657 1.06857 0.07908  C13 1.383, C20 1.469, H41 1.245
19 C -0.48957 0.34857 -4.21092  N8 1.506, C25 1.536, H51 1.094, H58 1.067
20 C -6.01557 1.79057 1.24808  O3 1.261, C10 1.415, C18 1.469
21 C 0.62643 2.55457 5.07008  C15 1.407, C36 1.409, H61 1.120
22 C -4.42257 2.89457 -0.34792  C10 1.492, C14 1.403, H40 1.207
23 C 1.86043 1.77257 3.19008  C15 1.466, C16 1.430, H47 1.081
24 C -1.34057 0.15957 -1.77792  N8 1.365, N9 1.348, H60 1.247
25 C -0.42857 -1.08643 -4.75592  C19 1.536, H39 1.066, H56 1.065, H71 1.147
26 C 4.45643 -0.70543 -0.29792  O5 1.395, C11 1.446, C35 1.382
27 C 0.21643 -3.68643 0.84708  N7 1.376, C31 1.430, H52 1.121
28 C 2.81143 1.62157 5.36408  O6 1.365, C16 1.379, C36 1.438
29 C 4.25143 -0.56043 -2.66192  C33 1.401, C35 1.460, H42 1.066
30 C -1.35357 0.27957 0.72408  N9 1.445, H45 0.975, H48 0.998, H49 1.099
31 C -0.15957 -5.00443 1.25408  C27 1.430, C38 1.361, H50 1.102
32 C 5.15243 1.31957 -1.42892  C11 1.439, C33 1.475, H43 1.040
33 C 4.80643 0.72357 -2.73292  O4 1.352, C29 1.401, C32 1.475
34 C 0.15143 -4.25143 -1.36092  N7 1.332, C17 1.444, H46 1.150
35 C 3.99943 -1.32643 -1.44492  C26 1.382, C29 1.460, H57 1.037
36 C 1.65743 2.22557 5.97308  C21 1.409, C28 1.438, H63 1.222
37 C 0.80543 0.03157 -2.07792  N8 1.348, C12 1.344, H64 1.030
38 C -0.47157 -5.88643 0.26508  C17 1.362, C31 1.361, H59 1.070
39 H 0.29143 -1.75043 -4.33392  C25 1.066
40 H -3.74157 3.87457 -0.52592  C22 1.207
41 H -7.63157 0.50657 0.26408  C18 1.245
42 H 4.09443 -1.15043 -3.53592  C29 1.066
43 H 5.55043 2.27657 -1.34192  C32 1.040
44 H 1.38343 -0.00743 0.18008  C12 1.208
45 H -0.86357 0.13357 1.55408  C30 0.975
46 H 0.30243 -3.96543 -2.46492  C34 1.150
47 H 1.89843 1.40057 2.17608  C23 1.081
48 H -1.69657 1.21557 0.77708  C30 0.998
49 H -2.04357 -0.52343 1.02008  C30 1.099
50 H -0.10757 -5.23743 2.33008  C31 1.102
51 H 0.36343 0.89957 -4.61792  C19 1.094
52 H 0.40343 -2.77543 1.47308  C27 1.121
53 H 4.69443 0.92857 -4.67092  O4 0.900
54 H -0.70957 3.20857 3.14608  O1 0.884
55 H 4.27443 -2.49143 0.64508  O5 1.083
56 H -1.37957 -1.56543 -4.71892  C25 1.065
57 H 3.47243 -2.21343 -1.55392  C35 1.037
58 H -1.45957 0.75757 -4.38492  C19 1.067
59 H -0.84557 -6.84343 0.56308  C38 1.070
60 H -2.57757 0.18557 -1.93592  C24 1.247
61 H -0.29457 3.05857 5.46108  C21 1.120
62 H 3.77543 1.17257 7.04808  O6 0.882
63 H 1.51243 2.51857 7.15008  C36 1.222
64 H 1.67743 0.13557 -2.61692  C37 1.030
65 H -6.18557 1.80857 3.04508  O3 0.884
66 H 5.30143 1.16757 0.61008  C11 1.015
67 H -0.78557 -6.42243 -1.83192  C17 1.232
68 H 3.97243 1.43857 3.37508  C16 1.152
69 H -4.35657 3.08557 1.81508  C10 1.047
70 H -5.25657 2.14657 -3.27492  O2 1.008
71 H -0.17657 -0.94243 -5.86592  C25 1.147
72 H -6.38957 0.36857 -1.94892  C13 1.177

* relative energy (zero: lowest compared OMol25 entry of this formula, charge and spin): 35.88 kJ/mol
* electronic energy: -47364.766 eV
* Kohn-Sham gap: 7.8 eV
* charge: +1

---

An isolated molecule of C29H34N6O4 in a non-equilibrium geometry. Source: the OMol25 dataset; level of theory: ωB97M-V with the def2-TZVPD basis set.

Each atom is followed by the atoms it is bonded to, with distances in Å.
Positions of all 73 atoms, in Å:
1 O -4.63390 -1.37908 1.16652  C13 1.411, C34 1.366
2 O -0.04457 4.41967 -1.37261  C38 1.220
3 O 4.63571 2.66860 -1.72651  C23 1.212
4 O -2.73888 -3.11413 -2.00513  C17 1.411, C27 1.410
5 N 3.56259 -0.20957 0.91223  C26 1.343, C31 1.311
6 N -0.31375 -2.47836 -0.71089  C19 1.446, C21 1.452, C37 1.451
7 N -0.54516 1.80660 1.82054  C33 1.275, H45 1.010
8 N 5.13081 0.76441 -0.55931  C23 1.443, C31 1.375, C39 1.361
9 N -1.32971 3.85268 0.40369  C20 1.440, C38 1.341, H70 1.022
10 N 1.49132 0.74663 1.27623  C25 1.455, C26 1.359, C33 1.407
11 C 6.88418 -1.26791 0.04463  C32 1.364, C36 1.411, H46 1.079
12 C 0.13388 -1.30001 1.48579  C19 1.539, C25 1.531, H41 1.092, H54 1.091
13 C -5.09463 -2.40429 0.31357  O1 1.411, H55 1.089, H57 1.095, H62 1.094
14 C -3.99821 1.38000 -1.18782  C24 1.388, C29 1.385, H42 1.081
15 C 1.96888 2.74725 -0.56457  C22 1.415, C35 1.358, H68 1.080
16 C -3.84383 2.15379 1.05695  C24 1.391, C28 1.379, H49 1.079
17 C -1.87367 -2.12612 -2.52036  O4 1.411, C21 1.529, H51 1.091, H73 1.100
18 C 5.20190 -2.31491 1.58949  C32 1.492, H47 1.088, H60 1.088, H63 1.086
19 C 0.67671 -1.97487 0.21385  N6 1.446, C12 1.539, H43 1.093, H53 1.095
20 C -2.48723 4.61745 0.01922  N9 1.440, C30 1.537, H56 1.093, H71 1.093
21 C -1.07401 -1.45355 -1.40438  N6 1.452, C17 1.529, H64 1.092, H66 1.103
22 C 2.97559 1.79556 -0.27575  C15 1.415, C23 1.430, C26 1.400
23 C 4.24708 1.84382 -0.92837  O3 1.212, N8 1.443, C22 1.430
24 C -3.76587 2.42560 -0.30526  C14 1.388, C16 1.391, C30 1.506
25 C 1.18826 -0.39391 2.12759  N10 1.455, C12 1.531, H48 1.095, H59 1.090
26 C 2.68927 0.77250 0.63553  N5 1.343, N10 1.359, C22 1.400
27 C -2.00738 -4.09345 -1.30256  O4 1.410, C37 1.530, H44 1.092, H65 1.100
28 C -4.12492 0.88265 1.51277  C16 1.379, C34 1.394, H50 1.079
29 C -4.30826 0.10459 -0.74677  C14 1.385, C34 1.390, H72 1.079
30 C -3.45775 3.79757 -0.84591  C20 1.537, C24 1.506, H40 1.094, H52 1.092
31 C 4.73688 -0.20772 0.33017  N5 1.311, N8 1.375, C32 1.430
32 C 5.65341 -1.26289 0.63264  C11 1.364, C18 1.492, C31 1.430
33 C 0.51622 1.74838 1.11567  N7 1.275, N10 1.407, C35 1.454
34 C -4.36475 -0.15825 0.61668  O1 1.366, C28 1.394, C29 1.390
35 C 0.77551 2.73763 0.08263  C15 1.358, C33 1.454, C38 1.504
36 C 7.25097 -0.24525 -0.85571  C11 1.411, C39 1.355, H67 1.077
37 C -1.21463 -3.46975 -0.15279  N6 1.451, C27 1.530, H58 1.103, H61 1.092
38 C -0.24073 3.74852 -0.37236  O2 1.220, N9 1.341, C35 1.504
39 C 6.36381 0.73994 -1.13393  N8 1.361, C36 1.355, H69 1.080
40 H -4.38759 4.36442 -0.95469  C30 1.094
41 H -0.74628 -0.70856 1.22561  C12 1.092
42 H -3.94334 1.56274 -2.25197  C14 1.081
43 H 1.28725 -1.25938 -0.34312  C19 1.093
44 H -2.73715 -4.81434 -0.92903  C27 1.092
45 H -0.67768 1.09733 2.52719  N7 1.010
46 H 7.58622 -2.05766 0.26513  C11 1.079
47 H 4.96402 -1.86285 2.55038  C18 1.088
48 H 0.84974 -0.03714 3.10573  C25 1.095
49 H -3.69011 2.94024 1.77932  C16 1.079
50 H -4.17522 0.67170 2.56982  C28 1.079
51 H -2.50433 -1.40020 -3.03543  C17 1.091
52 H -3.01998 3.68733 -1.83997  C30 1.092
53 H 1.32074 -2.81424 0.49530  C19 1.095
54 H -0.16866 -2.05563 2.21257  C12 1.091
55 H -5.28848 -3.25816 0.96150  C13 1.089
56 H -2.98153 4.97242 0.92679  C20 1.093
57 H -6.02377 -2.11194 -0.18617  C13 1.095
58 H -1.92118 -3.03021 0.57119  C37 1.103
59 H 2.12050 -0.94227 2.26259  C25 1.090
60 H 4.29242 -2.78322 1.21872  C18 1.088
61 H -0.62666 -4.24131 0.34844  C37 1.092
62 H -4.35147 -2.67831 -0.44048  C13 1.094
63 H 5.97050 -3.07000 1.72559  C18 1.086
64 H -0.38381 -0.72634 -1.83672  C21 1.092
65 H -1.31082 -4.59702 -1.98854  C27 1.100
66 H -1.77569 -0.92018 -0.74045  C21 1.103
67 H 8.22291 -0.24653 -1.31930  C36 1.077
68 H 2.15482 3.49107 -1.32549  C15 1.080
69 H 6.55344 1.55918 -1.81227  C39 1.080
70 H -1.41353 3.14776 1.13848  N9 1.022
71 H -2.14472 5.48013 -0.55830  C20 1.093
72 H -4.49342 -0.67448 -1.46936  C29 1.079
73 H -1.17823 -2.58418 -3.23846  C17 1.100

* relative energy (zero: lowest compared OMol25 entry of this formula, charge and spin): 109.39 kJ/mol
* electronic energy: -47756.767 eV
* Kohn-Sham gap: 7.6 eV
* SMILES: [H]/N=c1/c(C(=O)NCCc2ccc(OC)cc2)cc2c(=O)n3cccc(C)c3nc2n1CCCN1CCOCC1